Record 1
The following is a quantum chemistry calculation of a molecular structure, C20H32AlBr2CaCs2LiNO13PS at a distorted geometry, from the Open Molecules 2025 dataset.

Computed properties:
total charge: 0
orbital gap: 0.89 eV
total energy: -235886.3698 eV
M: 1057.13 g/mol

Geometry as XYZ:
```
75
Properties=species:S:1:pos:R:3:mulliken_charge:R:1
O -4.997 5.463 -0.392 -0.45
C -4.417 4.494 -0.149 0.24
O -3.378 4.452 0.818 -0.43
C -2.164 4.741 0.066 -0.62
C -0.800 4.326 0.806 -0.41
Al 0.593 3.988 -0.708 -0.49
C 0.608 5.718 -1.795 0.03
C -0.243 5.659 -3.217 -0.74
O -1.346 5.004 -3.360 -0.76
C 0.323 6.454 -4.393 0.50
C -0.527 7.525 -5.155 -0.64
C 0.115 8.303 -6.263 -0.51
C 1.592 8.043 -6.634 -0.78
C 2.523 6.956 -5.912 -0.39
C 1.859 6.142 -4.752 -0.56
N 2.339 3.471 -0.084 -0.42
C 2.473 2.339 -0.242 0.31
S 2.506 0.745 -0.320 -0.39
H -4.673 3.563 -0.747 0.36
H -2.205 4.079 -0.882 0.78
H -2.054 5.810 -0.259 0.32
H -0.496 5.161 1.410 0.16
H -0.881 3.417 1.387 0.34
H -0.017 2.822 -1.630 -0.34
H 0.193 6.571 -1.260 0.15
H 1.665 5.936 -2.005 0.38
H -1.546 7.675 -4.864 0.12
H -0.502 9.018 -6.756 0.40
H 2.038 8.606 -7.417 0.38
H 3.618 6.768 -6.152 0.48
H 2.411 5.360 -4.155 0.66
Cs 2.085 8.249 -4.099 0.86
C 0.639 8.439 3.195 -0.74
C 0.865 8.833 1.718 0.52
O 0.603 10.011 1.410 -0.74
O 1.289 7.911 0.977 -0.68
H 0.270 9.283 3.777 0.29
H -0.090 7.627 3.256 0.16
H 1.577 8.095 3.634 0.22
Cs -1.769 3.196 -2.075 0.94
Br 3.345 -3.055 -1.313 -0.17
C 1.846 -2.573 -0.160 -0.54
C 1.272 -3.775 0.531 -0.58
Br 0.177 -4.843 -0.665 -0.17
H 1.128 -2.051 -0.782 0.44
H 2.262 -1.880 0.566 0.30
H 0.602 -3.473 1.331 0.37
H 2.030 -4.439 0.933 0.32
Li -2.035 7.234 -2.736 0.89
C 1.967 -7.950 -0.540 -0.51
C 2.524 -8.897 0.540 0.94
O 3.775 -8.636 0.903 -0.91
O 1.807 -9.765 0.918 -0.51
H 2.708 -7.179 -0.841 0.20
H 1.686 -8.529 -1.424 0.34
H 1.084 -7.435 -0.159 -0.19
Ca 5.076 -8.242 -0.669 1.40
O 0.547 -8.024 4.071 -0.52
P 0.060 -7.285 2.829 0.85
O -0.959 -6.221 3.215 -0.65
O -0.590 -8.278 1.880 -0.44
O 1.260 -6.625 2.157 -0.39
O -3.241 -4.784 5.129 -0.38
H -2.712 -5.452 4.602 0.47
H -3.280 -3.930 4.665 0.45
H -2.883 -4.687 6.027 0.45
C -2.657 -11.801 3.545 -1.19
C -1.839 -10.575 3.166 -0.05
O -1.717 -9.681 4.268 -0.48
H -3.652 -11.506 3.881 0.29
H -2.759 -12.481 2.698 0.35
H -2.186 -12.342 4.370 0.34
H -2.317 -10.028 2.361 0.27
H -0.837 -10.866 2.834 0.22
H -1.279 -10.152 4.981 0.26
```

Record 2
The following is a quantum chemistry calculation of a gas-phase ion, C7H11O (charge -1) at a distorted geometry, from the Open Molecules 2025 dataset.

Computed properties:
total charge: -1
orbital gap: 4.93 eV
ΔE to the lowest compared entry with this formula, charge and spin: 396.90 kJ/mol
SMILES: C=CC(=C)CCC[O-]
total energy: -9478.9876 eV
M: 111.16 g/mol

Geometry as XYZ:
```
19
Properties=species:S:1:pos:R:3:mulliken_charge:R:1
C 2.375 -0.147 -0.370 -0.22
O 3.582 -0.485 0.163 -0.90
C 1.474 0.422 0.725 -0.40
C 0.257 1.328 0.364 -0.50
C -0.915 0.611 -0.204 0.62
C -0.900 -0.044 -1.448 -0.93
C -2.874 -1.040 0.399 -1.01
C -1.643 -0.464 0.480 -0.19
H 2.573 0.693 -1.105 0.11
H 1.950 -0.996 -0.954 0.05
H 1.133 -0.419 1.345 0.10
H 2.150 0.947 1.404 0.30
H 0.641 2.027 -0.382 0.30
H -0.004 1.885 1.266 0.28
H -0.332 -0.945 -1.688 0.30
H -1.786 0.056 -2.080 0.35
H -3.163 -1.624 1.262 0.26
H -3.516 -0.992 -0.467 0.28
H -1.002 -0.810 1.290 0.20
```

Record 3
The following is a quantum chemistry calculation of 5 unconnected molecules or ions with the total composition C24H65N4O9 at a distorted geometry, from the Open Molecules 2025 dataset.

Computed properties:
total charge: +3
orbital gap: 6.73 eV
ΔE to the lowest compared entry with this formula, charge and spin: 599.37 kJ/mol
total energy: -50295.6756 eV
M: 553.80 g/mol

Geometry as XYZ:
```
102
Properties=species:S:1:pos:R:3:mulliken_charge:R:1
O 0.248 0.764 -0.677 -0.96
H 0.266 -0.006 -0.077 0.03
C 6.027 2.329 5.440 -0.76
O 4.970 2.782 4.610 -0.30
C 4.670 1.686 3.674 -0.50
C 3.478 2.016 2.719 -0.70
N 2.102 2.117 3.499 -0.15
H 1.311 1.928 2.900 0.42
H 2.043 1.342 4.143 0.36
C 1.779 3.298 4.360 -0.64
C 0.673 2.950 5.367 -0.67
O -0.342 2.318 4.537 -0.25
C -1.377 2.010 5.406 -0.90
H 5.867 3.007 6.278 0.26
H 7.001 2.545 5.001 0.31
H 5.976 1.292 5.774 0.35
H 4.534 0.703 4.124 0.37
H 5.658 1.615 3.219 0.46
H 3.251 1.209 2.023 0.38
H 3.637 2.926 2.141 0.33
H 1.553 4.228 3.838 0.39
H 2.658 3.585 4.938 0.37
H 0.357 3.789 5.987 0.47
H 1.198 2.221 5.984 0.39
H -2.353 1.803 4.967 0.24
H -1.689 2.887 5.972 0.35
H -1.299 1.277 6.209 0.39
C -0.093 1.531 -7.895 -0.67
O 1.286 1.273 -7.459 -0.35
C 1.624 1.321 -6.094 -0.59
C 1.570 2.792 -5.589 -0.42
N 1.990 2.923 -4.174 -0.15
H 1.583 2.223 -3.572 0.36
H 2.982 2.789 -4.040 0.40
C 1.555 4.222 -3.405 -0.61
C 2.486 5.369 -3.648 -0.48
O 2.643 5.712 -5.041 -0.36
C 3.980 6.243 -5.457 -0.73
H -0.221 1.529 -8.978 0.28
H -0.386 2.553 -7.655 0.26
H -0.741 0.885 -7.305 0.31
H 2.620 0.918 -5.909 0.38
H 1.005 0.688 -5.458 0.42
H 0.559 3.199 -5.587 0.33
H 2.260 3.412 -6.161 0.23
H 1.515 3.975 -2.344 0.39
H 0.544 4.548 -3.649 0.32
H 3.541 5.225 -3.413 0.46
H 2.086 6.229 -3.110 0.28
H 4.638 6.616 -4.673 0.36
H 3.942 7.149 -6.062 0.29
H 4.410 5.460 -6.082 0.27
C -6.839 3.184 1.466 -0.83
O -6.392 2.363 0.392 -0.30
C -5.421 2.910 -0.441 -0.56
C -4.430 1.937 -1.172 -0.66
N -4.003 0.645 -0.365 -0.11
H -3.989 -0.181 -0.947 0.35
H -2.996 0.690 -0.430 0.27
C -4.512 0.200 1.060 -0.53
C -3.857 -1.103 1.413 -0.68
O -3.914 -2.078 0.394 -0.28
C -5.071 -2.836 0.408 -0.80
H -7.707 2.736 1.950 0.28
H -7.190 4.161 1.134 0.38
H -6.104 3.490 2.211 0.34
H -4.732 3.624 0.011 0.43
H -5.888 3.406 -1.292 0.39
H -3.466 2.339 -1.486 0.41
H -4.851 1.508 -2.082 0.36
H -5.598 0.293 1.031 0.43
H -4.126 0.989 1.705 0.37
H -4.159 -1.486 2.388 0.42
H -2.838 -0.809 1.664 0.38
H -5.163 -3.393 1.340 0.36
H -5.031 -3.363 -0.546 0.26
H -5.986 -2.262 0.268 0.32
C 1.618 -9.330 2.371 -0.82
O 0.758 -8.522 1.642 -0.27
C 0.203 -7.368 2.366 -0.74
C -0.205 -6.218 1.452 -0.59
N 1.086 -5.591 0.816 -0.16
H 1.700 -5.514 1.615 0.42
H 1.465 -6.320 0.229 0.37
C 0.911 -4.385 -0.165 -0.63
C 0.234 -4.657 -1.505 -0.64
O 0.831 -5.732 -2.280 -0.38
C 0.163 -6.963 -2.283 -0.49
H 2.437 -8.907 2.952 0.33
H 2.054 -10.095 1.728 0.28
H 1.089 -9.964 3.082 0.34
H 0.881 -6.973 3.122 0.43
H -0.711 -7.729 2.837 0.43
H -0.619 -5.509 2.169 0.37
H -0.921 -6.504 0.681 0.41
H 1.908 -4.023 -0.415 0.34
H 0.381 -3.561 0.312 0.49
H 0.259 -3.815 -2.196 0.44
H -0.847 -4.762 -1.417 0.35
H 0.273 -7.368 -1.276 0.13
H 0.643 -7.636 -2.993 0.27
H -0.902 -6.922 -2.511 0.30
```

Record 4
The following is a quantum chemistry calculation of C2H2N2O2S in the gas phase at a distorted geometry, from the Open Molecules 2025 dataset.

Computed properties:
total charge: 0
orbital gap: 9.60 eV
ΔE to the lowest compared entry with this formula, charge and spin: 190.97 kJ/mol
SMILES: O=c1[nH]nc(S)o1
total energy: -20014.3700 eV
M: 118.12 g/mol

Geometry as XYZ:
```
9
Properties=species:S:1:pos:R:3:mulliken_charge:R:1
C 0.810 -0.051 -0.013 0.66
C -1.346 -0.239 0.005 0.46
H 2.757 -1.626 0.521 0.17
H -1.730 1.822 -0.259 0.36
N 0.361 1.082 -0.119 -0.56
N -1.001 1.009 0.139 -0.01
O -2.390 -0.868 -0.182 -0.57
O -0.038 -0.943 0.021 -0.28
S 2.576 -0.187 -0.113 -0.25
```

Record 5
The following is a quantum chemistry calculation of 2 unconnected molecules or ions with the total composition C4H11O3 at a distorted geometry, from the Open Molecules 2025 dataset.

Computed properties:
total charge: 0
orbital gap (spin up / spin down): 10.56 / 6.97 eV
ΔE to the lowest compared entry with this formula, charge and spin: 245.36 kJ/mol
total energy: -10463.3914 eV
multiplicity: 2
M: 107.13 g/mol

Geometry as XYZ:
```
18
Properties=species:S:1:pos:R:3:mulliken_charge:R:1
C -1.373 -0.290 -0.236 -0.69
C -0.396 -0.062 -1.382 -0.52
C 0.548 1.223 -1.342 -0.27
O 0.433 2.481 -1.875 -0.50
C -0.496 -0.587 1.108 -0.32
O 0.218 -1.743 1.190 -0.29
H -2.020 0.580 -0.346 0.35
H -1.995 -1.157 -0.468 0.35
H -1.196 -0.058 -2.160 0.34
H 0.284 -0.944 -1.605 0.32
H 1.454 0.931 -1.908 0.27
H 0.629 1.715 -0.272 0.18
H -0.037 2.562 -2.680 0.25
H 0.348 0.185 1.323 0.33
H -1.144 -0.554 2.009 0.32
H 1.096 -1.373 2.131 0.37
H 1.614 -1.613 3.648 0.27
O 2.033 -1.297 2.865 -0.74
```